Entry 1:
ORCA calculation (ωB97M-V with the def2-TZVPD basis set) on an isolated molecule of C20H23N3O3.

XYZ file:
```
49
Properties=species:S:1:pos:R:3
C -6.59 -2.36 -1.15
O -5.21 -2.61 -0.98
C -4.43 -1.65 -0.43
C -4.88 -0.40 -0.01
C -3.98 0.49 0.54
C -2.63 0.18 0.66
C -1.73 1.23 1.20
O -1.91 1.75 2.28
C -0.64 1.71 0.26
C -1.13 3.01 -0.41
C -0.03 3.59 -1.30
C 1.26 3.77 -0.51
N 1.65 2.51 0.09
C 2.69 1.82 -0.46
O 3.41 2.34 -1.30
C 2.92 0.43 -0.02
C 4.02 -0.21 -0.43
C 4.38 -1.56 -0.13
C 5.50 -2.29 -0.49
N 5.43 -3.54 0.01
C 4.31 -3.60 0.67
N 3.63 -2.44 0.62
C 0.66 2.02 1.01
C -2.18 -1.09 0.27
C -0.75 -1.52 0.47
C -3.09 -1.98 -0.27
H -6.76 -1.51 -1.81
H -7.08 -2.17 -0.19
H -7.00 -3.26 -1.60
H -5.91 -0.12 -0.09
H -4.32 1.46 0.88
H -0.45 0.97 -0.52
H -2.03 2.81 -1.00
H -1.39 3.73 0.37
H -0.35 4.55 -1.71
H 0.16 2.91 -2.13
H 2.07 4.10 -1.16
H 1.12 4.51 0.29
H 2.18 -0.06 0.59
H 4.72 0.33 -1.05
H 6.33 -1.97 -1.08
H 3.95 -4.47 1.19
H 2.74 -2.24 1.04
H 1.01 1.15 1.56
H 0.45 2.80 1.75
H -0.30 -0.98 1.30
H -0.72 -2.59 0.68
H -0.16 -1.34 -0.43
H -2.77 -2.97 -0.57
```

The value obtained for the gap between HOMO and LUMO is 8.6 eV. The HOMO energy is -8.4 eV. Its structure (SMILES) is COc1ccc(C(=O)[C@H]2CCCN(C(=O)/C=C/c3cnc[nH]3)C2)c(C)c1. As for the energy relative to the best compared isomer or geometry (same formula, charge and spin): 46.0 kcal/mol. The calculation puts the total energy at -1165.91489 Eh.

Löwdin analysis output, partial charges in e: number 1, C, carries -0.08; number 2, O, carries -0.08; number 3, C, carries -0.27; number 4, C, carries -0.01; number 5, C, carries -0.01; number 6, C, carries -0.13; number 7, C, carries -0.35; number 8, O, carries 0.13; number 9, C, carries -0.22; number 10, C, carries -0.14; number 11, C, carries -0.15; number 12, C, carries -0.14; number 13, N, carries -0.05; number 14, C, carries -0.45; number 15, O, carries 0.04; number 16, C, carries 0.01; number 17, C, carries -0.01; number 18, C, carries -0.26; number 19, C, carries -0.09; number 20, N, carries 0.06; number 21, C, carries -0.19; number 22, N, carries 0.11; number 23, C, carries -0.11; number 24, C, carries -0.21; number 25, C, carries -0.03; number 26, C, carries 0.04; number 27, H, carries 0.10; number 28, H, carries 0.10; number 29, H, carries 0.09; number 30, H, carries 0.10; number 31, H, carries 0.12; number 32, H, carries 0.14; number 33, H, carries 0.12; number 34, H, carries 0.13; number 35, H, carries 0.11; number 36, H, carries 0.12; number 37, H, carries 0.12; number 38, H, carries 0.13; number 39, H, carries 0.07; number 40, H, carries 0.13; number 41, H, carries 0.11; number 42, H, carries 0.12; number 43, H, carries 0.15; number 44, H, carries 0.11; number 45, H, carries 0.14; number 46, H, carries 0.08; number 47, H, carries 0.08; number 48, H, carries 0.09; number 49, H, carries 0.13

***

Entry 2:
ORCA calculation (ωB97M-V with the def2-TZVPD basis set) on a structure of composition C40H34BrF4N4OPRbSSe2 at a distorted geometry.

XYZ file:
```
89
Properties=species:S:1:pos:R:3
Rb -0.11 0.08 0.09
Se 3.45 1.38 -2.93
Se 1.53 1.07 -4.14
C 1.29 -0.82 -3.79
C 1.13 -1.69 -4.86
C 0.95 -3.03 -4.59
C 0.95 -3.46 -3.27
C 1.12 -2.51 -2.27
N 1.27 -1.21 -2.52
C 2.87 2.60 -1.56
C 3.85 3.43 -1.00
C 3.45 4.38 -0.09
C 2.11 4.50 0.23
C 1.22 3.63 -0.38
N 1.59 2.68 -1.24
H 1.17 -1.31 -5.87
H 0.83 -3.74 -5.40
H 0.82 -4.50 -3.02
H 1.13 -2.80 -1.23
H 4.88 3.32 -1.32
H 4.18 5.05 0.35
H 1.75 5.25 0.92
H 0.15 3.70 -0.17
F -5.87 -5.59 1.10
C -5.11 -4.55 1.39
C -5.13 -4.00 2.66
F -5.92 -4.51 3.59
C -4.34 -2.90 2.96
F -4.47 -2.41 4.19
C -3.48 -2.32 2.03
P -2.37 -0.85 2.37
C -1.81 -1.25 4.07
C -1.74 -0.28 5.07
C -1.21 -0.60 6.31
C -0.71 -1.87 6.56
C -0.75 -2.83 5.56
C -1.29 -2.52 4.32
C -3.68 0.41 2.58
C -3.87 1.27 1.49
C -4.86 2.24 1.52
C -5.65 2.39 2.65
C -5.46 1.55 3.74
C -4.48 0.57 3.71
C -3.51 -2.88 0.75
Br -2.49 -2.14 -0.67
C -4.30 -3.97 0.43
F -4.29 -4.48 -0.80
H -2.12 0.71 4.87
H -1.18 0.15 7.09
H -0.30 -2.11 7.53
H -0.35 -3.82 5.74
H -1.32 -3.28 3.54
H -3.25 1.16 0.61
H -5.00 2.89 0.66
H -6.41 3.16 2.68
H -6.07 1.67 4.62
H -4.36 -0.08 4.56
C 4.03 -1.15 -0.01
C 3.29 -1.83 1.08
N 2.04 -1.63 1.41
C 1.78 -2.49 2.46
C 2.89 -3.20 2.77
N 3.85 -2.78 1.88
H 3.34 -0.52 -0.58
H 4.48 -1.87 -0.70
H 4.83 -0.52 0.39
H 0.81 -2.53 2.93
H 3.08 -3.95 3.52
H 4.80 -3.11 1.83
C 0.97 7.08 5.56
C 0.99 5.81 4.76
C -0.19 5.24 4.29
C -0.17 4.05 3.58
C 1.04 3.43 3.33
C 2.23 4.00 3.76
C 2.20 5.18 4.48
S 1.07 1.86 2.45
C 1.38 0.86 3.93
O -0.34 1.58 2.05
H -0.05 7.41 5.76
H 1.49 7.88 5.04
H 1.47 6.93 6.52
H -1.14 5.72 4.49
H -1.08 3.59 3.21
H 3.18 3.52 3.53
H 3.12 5.62 4.83
H 0.60 1.08 4.66
H 2.36 1.10 4.32
H 1.33 -0.19 3.63
```

The value obtained for the gap between HOMO and LUMO is 8.3 eV. The HOMO energy is -10.4 eV. As for the total charge: +1. As for the energy relative to the best compared isomer or geometry (same formula, charge and spin): 14.0 kcal/mol. The calculation puts the total energy at -10378.73826 Eh.

Löwdin analysis output, partial charges in e: number 1, Rb, carries 0.65; number 2, Se, carries 0.68; number 3, Se, carries 0.69; number 4, C, carries -0.67; number 5, C, carries -0.09; number 6, C, carries -0.05; number 7, C, carries -0.05; number 8, C, carries -0.16; number 9, N, carries -0.01; number 10, C, carries -0.66; number 11, C, carries -0.10; number 12, C, carries -0.05; number 13, C, carries -0.07; number 14, C, carries -0.16; number 15, N, carries 0.01; number 16, H, carries 0.10; number 17, H, carries 0.12; number 18, H, carries 0.11; number 19, H, carries 0.10; number 20, H, carries 0.10; number 21, H, carries 0.12; number 22, H, carries 0.11; number 23, H, carries 0.12; number 24, F, carries 0.16; number 25, C, carries -0.13; number 26, C, carries -0.13; number 27, F, carries 0.15; number 28, C, carries -0.20; number 29, F, carries 0.11; number 30, C, carries -0.30; number 31, P, carries 1.05; number 32, C, carries -0.38; number 33, C, carries -0.11; number 34, C, carries -0.07; number 35, C, carries -0.07; number 36, C, carries -0.07; number 37, C, carries -0.13; number 38, C, carries -0.36; number 39, C, carries -0.10; number 40, C, carries -0.07; number 41, C, carries -0.07; number 42, C, carries -0.06; number 43, C, carries -0.09; number 44, C, carries -0.56; number 45, Br, carries 0.79; number 46, C, carries -0.26; number 47, F, carries 0.09; number 48, H, carries 0.11; number 49, H, carries 0.11; number 50, H, carries 0.11; number 51, H, carries 0.11; number 52, H, carries 0.11; number 53, H, carries 0.09; number 54, H, carries 0.11; number 55, H, carries 0.11; number 56, H, carries 0.11; number 57, H, carries 0.10; number 58, C, carries -0.01; number 59, C, carries -0.40; number 60, N, carries 0.04; number 61, C, carries -0.15; number 62, C, carries -0.08; number 63, N, carries 0.10; number 64, H, carries 0.03; number 65, H, carries 0.09; number 66, H, carries 0.09; number 67, H, carries 0.07; number 68, H, carries 0.11; number 69, H, carries 0.16; number 70, C, carries -0.04; number 71, C, carries -0.26; number 72, C, carries -0.02; number 73, C, carries -0.06; number 74, C, carries -0.40; number 75, C, carries -0.09; number 76, C, carries -0.03; number 77, S, carries 0.87; number 78, C, carries -0.19; number 79, O, carries -0.78; number 80, H, carries 0.08; number 81, H, carries 0.09; number 82, H, carries 0.09; number 83, H, carries 0.12; number 84, H, carries 0.11; number 85, H, carries 0.12; number 86, H, carries 0.12; number 87, H, carries 0.06; number 88, H, carries 0.07; number 89, H, carries 0.03

***

Entry 3:
ORCA calculation (ωB97M-V with the def2-TZVPD basis set) on a cluster of 6 separate species, CH14O6 in total at a distorted geometry.

XYZ file:
```
21
Properties=species:S:1:pos:R:3
C 0.01 -0.91 -0.22
O 0.72 -0.18 0.74
H -1.07 -0.77 -0.06
H 0.26 -1.97 -0.27
H 0.20 -0.38 -1.17
H 0.03 0.11 1.42
H -2.29 1.26 1.90
H -1.05 1.91 1.05
O -1.35 1.25 1.67
H 0.01 1.82 -0.99
H -0.99 2.29 -2.07
O -0.89 2.11 -1.13
H 1.55 0.80 -3.35
H 0.47 0.89 -4.52
O 0.60 0.73 -3.58
H -1.73 -2.72 3.19
H -1.70 -2.24 1.69
O -2.18 -2.21 2.52
H 3.42 -1.00 1.69
H 2.58 -0.14 0.70
O 3.38 -0.67 0.77
```

The value obtained for the gap between HOMO and LUMO (spin up / spin down) is 11.6 / 4.7 eV. The HOMO energy (spin up / spin down) is -15.0 / -15.0 eV. The spin multiplicity is 2. As for the total charge: +1. As for the energy relative to the best compared isomer or geometry (same formula, charge and spin): 17.4 kcal/mol. The calculation puts the total energy at -497.52552 Eh.

Löwdin analysis output, partial charges in e: number 1, C, carries -0.01; number 2, O, carries 0.10; number 3, H, carries 0.11; number 4, H, carries 0.15; number 5, H, carries 0.12; number 6, H, carries 0.13; number 7, H, carries 0.10; number 8, H, carries 0.04; number 9, O, carries -0.02; number 10, H, carries 0.02; number 11, H, carries 0.06; number 12, O, carries -0.03; number 13, H, carries 0.05; number 14, H, carries 0.05; number 15, O, carries -0.06; number 16, H, carries 0.05; number 17, H, carries 0.00; number 18, O, carries -0.04; number 19, H, carries 0.08; number 20, H, carries 0.02; number 21, O, carries 0.07